Entry w
C5H10NO | ωB97M-V with the def2-TZVPD basis set

Each line ends with the natural charge from an NBO analysis.
Atoms and positions in Å:
O 2.5210 -0.7022 1.2831  -0.508
C 1.9727 -0.4110 0.2086  0.435
C 0.3987 -0.7170 0.2392  -0.131
C -0.4853 0.5144 0.1240  -0.502
C -0.5999 1.1147 -1.2810  -0.217
C -1.6301 1.8809 -1.7268  -0.349
N 0.1924 -1.5580 1.5318  -0.726
H 2.4273 -0.0116 -0.6751  0.194
H 0.1863 -1.4030 -0.6198  0.250
H -0.2486 1.3547 0.7399  0.253
H -1.6652 0.3217 0.3102  0.255
H 0.1261 0.9252 -2.0687  0.204
H -2.4356 2.0635 -1.0321  0.211
H -1.4601 2.1366 -2.7504  0.234
H 1.1039 -1.7725 1.9552  0.465
H -0.1521 -2.6648 1.4370  0.477
H -0.2515 -1.0717 2.3250  0.455

Values from the calculation:
- SMILES string = C=CC[C@H]([NH3+])C=O
- E_HOMO (eV) = -13.39
- charge = +1

=====

Entry x
C5H10NO | ωB97M-V with the def2-TZVPD basis set

Each line ends with the natural charge from an NBO analysis.
Atoms and positions in Å:
C -1.8887 -0.9027 -0.5200  0.135
C 1.5246 1.2902 -0.5867  -0.432
C 1.8358 0.0125 -0.4267  -0.157
C -2.4112 0.1478 0.0405  0.382
C 2.3057 -0.5854 0.8498  -0.653
N -2.9136 1.2205 0.4601  -0.597
O -0.9936 -1.7163 0.0102  -0.600
H -2.2823 -1.1032 -1.5223  0.260
H 1.6259 1.9926 0.2252  0.194
H 1.2002 1.6887 -1.5334  0.199
H 1.7587 -0.6690 -1.2640  0.187
H 1.5824 -1.3144 1.2238  0.213
H 2.4553 0.1791 1.6078  0.218
H 3.2429 -1.1154 0.6854  0.232
H -0.8014 -2.4834 -0.5512  0.526
H -2.4502 2.1194 0.3168  0.446
H -3.7906 1.2390 0.9846  0.446

Values from the calculation:
- E_HOMO (eV) = -12.61
- charge = +1

=====

Entry y
C5H10NO | ωB97M-V with the def2-TZVPD basis set

Each line ends with the natural charge from an NBO analysis.
Atoms and positions in Å:
C 2.1976 0.7325 0.5655  0.292
C 2.5413 -0.4791 -0.1568  -0.271
C -0.3922 -1.4772 0.1106  -0.159
C -1.3499 -0.7510 0.8064  0.077
C -1.6056 1.3148 -0.5309  -0.482
N -1.9451 0.4187 0.4925  -0.327
O 1.0598 1.2064 0.5691  -0.544
H 3.1102 1.2891 0.9216  0.162
H 3.5676 -0.8177 -0.2909  0.210
H 1.9332 -0.9107 -0.9855  0.177
H 0.0466 -1.2197 -0.7478  0.198
H -0.0882 -2.4253 0.3980  0.227
H -2.3220 1.8014 -1.1802  0.261
H -0.8801 2.1253 -0.2116  0.282
H -1.0449 0.8239 -1.2270  0.217
H -2.5221 0.9710 1.0750  0.433
H -1.9103 -1.0352 1.7065  0.246

Values from the calculation:
- E_HOMO (spin up / spin down) (eV) = -13.66 / -13.99
- charge = +1

=====

Stability verdict: entry w, ahead by 46.9 kJ/mol

=====

Entry w
C5H10NO | ωB97M-V with the def2-TZVPD basis set

Each line ends with the natural charge from an NBO analysis.
Atoms and positions in Å:
O 0.0728 1.9561 0.9623  -0.566
C 1.0113 1.1774 1.2589  0.442
C 0.8132 -0.2976 1.6528  -0.522
C 0.2168 -1.1244 0.4014  -0.448
C -0.2470 -0.2623 -0.8538  0.144
C 0.1898 0.0195 -2.1054  -0.386
N -1.5566 0.2529 -0.5639  -0.710
H 1.9903 1.6076 1.1737  0.159
H 0.1575 -0.3222 2.5154  0.264
H 1.8474 -0.6758 1.6466  0.251
H 1.0083 -1.9006 0.2215  0.271
H -0.6660 -1.6582 0.7303  0.231
H -0.4693 -0.1418 -2.9698  0.231
H 1.1688 0.3452 -2.5224  0.262
H -1.5213 0.4424 0.4373  0.476
H -2.3002 -0.4523 -0.8176  0.441
H -1.7156 1.0341 -1.1673  0.460

Values from the calculation:
- SMILES string = C=C([NH3+])CCC=O
- E_HOMO (eV) = -14.08
- charge = +1

=====

Entry x
C5H10NO | ωB97M-V with the def2-TZVPD basis set

Each line ends with the natural charge from an NBO analysis.
Atoms and positions in Å:
C -1.1277 -0.7186 0.0125  -0.570
C 0.7444 -2.5342 -1.4959  -0.050
C -0.8907 0.6317 0.5055  0.295
C -0.5835 -0.5489 -1.3605  0.045
C 0.8401 2.2752 1.3592  -0.417
N 0.2256 1.0159 1.0383  -0.407
O 0.2103 -1.4311 -1.9229  -0.321
H -0.7022 -1.5169 0.6311  0.256
H -2.2556 -1.0625 0.1471  0.264
H 1.5312 -2.9285 -2.2034  0.194
H 0.6982 -3.0238 -0.5677  0.172
H -1.5781 1.3450 0.1278  0.223
H -0.9075 0.3781 -1.8355  0.198
H 0.1396 3.0310 1.7233  0.240
H 1.5337 2.1478 2.0495  0.228
H 1.3015 2.6701 0.4526  0.237
H 0.8207 0.2698 1.3390  0.414

Values from the calculation:
- E_HOMO (spin up / spin down) (eV) = -11.67 / -11.60
- charge = +1

=====

Stability verdict: entry w, ahead by 171.1 kJ/mol

=====

Entry w
C7H13N2S | ωB97M-V with the def2-TZVPD basis set

Each line ends with the natural charge from an NBO analysis.
Atoms and positions in Å:
C 3.3389 0.8142 0.9848  -0.243
C 1.9674 1.0129 0.7216  -0.251
C 3.8863 -0.1524 0.2046  -0.385
C 1.4986 0.1903 -0.2624  -0.262
C -0.8968 -1.8789 0.4424  -0.631
C 0.1127 0.1085 -0.8123  -0.099
C -0.9078 -0.3753 0.2650  -0.051
N -0.4257 1.3924 -1.3024  -0.816
N -2.2180 0.1341 -0.2208  -0.744
S 2.7495 -0.8408 -0.8749  0.483
H 3.8902 1.3661 1.7231  0.243
H 1.3707 1.7385 1.2471  0.220
H 4.8977 -0.5060 0.1959  0.256
H -1.1627 -2.3822 -0.4848  0.217
H 0.0989 -2.2059 0.7286  0.255
H -1.5883 -2.1853 1.2229  0.236
H 0.1024 -0.6036 -1.6428  0.225
H -0.6788 0.1200 1.2118  0.225
H -0.0546 2.1739 -0.7684  0.404
H -0.2150 1.5549 -2.2804  0.415
H -2.8458 0.4506 0.5160  0.433
H -2.7000 -0.5588 -0.7967  0.423
H -1.7660 0.9781 -0.8647  0.449

Values from the calculation:
- SMILES string = C[C@H]([NH3+])[C@@H](N)c1cccs1
- E_HOMO (eV) = -12.29
- charge = +1

=====

Entry x
C7H13N2S | ωB97M-V with the def2-TZVPD basis set

Each line ends with the natural charge from an NBO analysis.
Atoms and positions in Å:
C -0.2404 1.2110 0.1314  0.555
C -1.7848 -1.1881 -0.4844  -0.406
C -0.2641 -1.2400 -0.6526  -0.414
C 1.3552 -0.4939 1.2146  -0.410
C -2.2270 0.2308 -0.9481  -0.240
C 2.6857 -0.6324 0.4149  -0.519
C 0.5447 -0.0882 -0.0088  -0.171
N -1.4552 1.2761 -0.3336  -0.499
N 0.4427 2.1579 0.7320  -0.709
S 2.0518 0.0014 -1.1475  0.259
H -2.2617 -2.0373 -1.0147  0.259
H -2.0269 -1.3072 0.6537  0.209
H 0.0603 -2.1826 -0.3231  0.240
H -0.1668 -1.0667 -1.7777  0.218
H 1.0347 -1.2521 1.8126  0.239
H 1.5958 0.3628 1.7674  0.195
H -2.2376 0.3451 -2.0404  0.224
H -3.2946 0.3533 -0.6708  0.238
H 3.4468 0.0198 0.8238  0.218
H 3.2325 -1.6061 0.5160  0.246
H -1.8957 2.2209 -0.2415  0.421
H 1.3350 1.8484 0.9795  0.426
H 0.0695 3.0671 0.5974  0.421

Values from the calculation:
- SMILES string = [NH2+]=C1NCCC[C@]12CCS2
- E_HOMO (eV) = -12.51
- charge = +1

=====

Stability verdict: entry w, ahead by 117.1 kJ/mol

=====

Entry w
C4H14N2OS | ωB97M-V with the def2-TZVPD basis set

Each line ends with the natural charge from an NBO analysis.
Atoms and positions in Å:
C -1.1054 -1.7362 0.5521  -0.652
C -0.5163 -0.3868 0.1828  -0.066
C -0.8361 -0.1011 -1.3391  -0.555
S -2.5660 0.0811 -1.4739  0.013
N 0.9614 -0.3971 0.2518  -0.704
C 1.3809 -0.2766 1.7650  -0.065
N 2.5870 0.5062 1.9197  -0.847
H -0.4103 -2.6326 0.3922  0.204
H -1.2597 -1.8029 1.6663  0.216
H -2.0541 -2.0677 0.1542  0.213
H -1.1377 0.3408 0.8036  0.219
H -0.3625 0.8732 -1.5918  0.230
H -0.3407 -0.8368 -1.9004  0.209
H -2.7656 -1.1772 -1.2489  0.100
H 1.3705 -1.1967 -0.2375  0.371
H 0.5592 0.1270 2.4574  0.194
H 1.4578 -1.3286 2.2076  0.177
H 3.4026 0.0271 1.5141  0.360
H 2.5102 1.4383 1.6297  0.385
H 2.1466 1.2613 -0.6175  0.486
H 1.3900 2.4533 -0.1625  0.461
O 2.2716 2.1831 -0.4561  -0.950

Values from the calculation:
- SMILES string = C[C@H](CS)NCN.O
- E_HOMO (eV) = -8.92

=====

Entry x
C4H14N2OS | ωB97M-V with the def2-TZVPD basis set

Each line ends with the natural charge from an NBO analysis.
Atoms and positions in Å:
C -2.1040 1.0094 0.6689  -0.230
N 0.3360 0.2483 1.5616  -0.670
C 0.9509 0.0169 0.2462  -0.295
C 1.3628 1.3830 -0.4115  -0.552
S 1.7277 1.2494 -2.2163  -0.289
C -1.8999 -0.3222 -0.0287  -0.290
N -1.5595 -1.4587 0.9253  -0.870
H -2.4612 1.7718 0.1337  0.200
H -2.7404 0.9105 1.5722  0.222
H -0.6541 0.8744 1.2441  0.285
H 1.8427 -0.5974 0.2162  0.280
H 0.2309 -0.5911 -0.4091  0.220
H 2.2154 1.7375 0.1631  0.200
H 0.4959 2.1922 -0.3574  0.210
H 3.1123 -2.1925 -2.3616  0.463
H -1.4071 -0.2811 -0.8903  0.210
H -2.9466 -0.5858 -0.2648  0.263
H -0.9177 -1.2390 1.6678  0.402
H -1.2333 -2.3525 0.4335  0.381
H 2.2271 -0.8632 -2.1180  0.478
H 0.9798 0.9492 2.0983  0.379
O 2.4424 -1.8590 -1.8729  -0.998

Values from the calculation:
- E_HOMO (eV) = -7.42

=====

Entry y
C4H14N2OS | ωB97M-V with the def2-TZVPD basis set

Each line ends with the natural charge from an NBO analysis.
Atoms and positions in Å:
C 0.1248 -0.4025 2.6068  -0.228
C -0.4299 0.8657 1.9767  -0.540
S -1.7991 0.4608 0.8432  -0.680
N 0.4506 -1.4257 1.5759  -0.864
H -0.6134 -0.8252 3.2966  0.192
H 1.0445 -0.2040 3.1683  0.173
H 0.3974 1.4106 1.5040  0.156
H -0.8503 1.4722 2.7738  0.217
H -0.4224 -1.5674 1.0506  0.419
H 0.7324 -2.3005 2.0009  0.377
C 0.2955 -0.3754 -2.4404  -0.072
O -0.7586 0.3900 -2.9378  -0.703
C 1.1037 0.4958 -1.4853  -0.246
N 1.8875 -0.3005 -0.4773  -0.748
H 1.0107 -0.6824 -3.2136  0.173
H -0.0415 -1.2601 -1.8805  0.169
H -1.2850 0.5933 -2.1368  0.498
H 1.8681 1.1176 -1.9587  0.191
H 0.4485 1.1477 -0.9160  0.250
H 2.3281 -1.1259 -0.8796  0.400
H 1.2792 -0.7783 0.4267  0.454
H 2.6082 0.2710 -0.0482  0.410

Values from the calculation:
- E_HOMO (eV) = -6.53

=====

Stability verdict: entry w, ahead by 18.3 kJ/mol

=====

Entry w
C3H4N2O2S2 | ωB97M-V with the def2-TZVPD basis set

Each line ends with the natural charge from an NBO analysis.
Atoms and positions in Å:
C -0.7220 0.2742 -0.6936  0.071
C 1.3358 -0.1038 1.2532  0.416
C -0.4920 -1.0619 -0.0154  -0.298
N -1.3782 1.2877 -0.3727  -0.603
N 0.1630 -0.8914 1.2762  -0.622
O -0.1339 1.8899 -2.4771  -0.830
O 1.7061 0.4322 0.1555  -0.607
S 2.1508 0.2524 2.7154  0.222
S 0.3282 0.5461 -2.1750  0.959
H -1.4964 -1.6387 -0.0635  0.256
H 0.1594 -1.7720 -0.7052  0.213
H -1.5323 2.0963 -1.0322  0.407
H -0.0885 -1.3111 2.1343  0.413

Values from the calculation:
- E_HOMO (spin up / spin down) (eV) = -9.34 / -8.42

=====

Entry x
C3H4N2O2S2 | ωB97M-V with the def2-TZVPD basis set

Each line ends with the natural charge from an NBO analysis.
Atoms and positions in Å:
C -1.6973 1.9260 -0.3738  0.178
C -0.7481 0.0058 -0.1838  -0.190
C 2.0148 -0.5368 0.3797  -0.860
N -0.5313 1.2173 -0.4391  -0.437
N -2.8130 1.3460 -0.0074  -0.569
O -0.0243 -2.2723 0.9078  -0.920
O 0.5032 -1.9109 -1.4338  -0.904
S -2.5136 -0.1897 0.4457  0.614
S 0.4178 -1.3334 -0.1387  2.123
H -1.7706 2.8908 -0.7137  0.197
H 2.5726 -0.1250 -0.4077  0.246
H 1.8337 0.2842 1.1016  0.252
H 2.7560 -1.3019 0.8631  0.270

Values from the calculation:
- E_HOMO (eV) = -10.29

=====

Stability verdict: entry x, ahead by 148.4 kJ/mol